## P
Molecular formula: C2H4NO
Method: DFT, ωB97M-V/def2-TZVPD

Cartesian coordinates (Å):
C  0.13  0.12  0.43
C  0.34  -1.30  0.48
N  -1.06  0.25  0.33
O  -2.19  0.25  0.29
H  0.73  2.38  -1.44
H  0.92  1.87  -0.83
H  0.27  -1.83  -0.55
H  0.86  -1.75  1.29

## Properties
Charge: +1
Multiplicity: 1
Lowest unoccupied orbital energy (alpha / beta) in eV: -8.38 / -8.38
HOMO level (alpha / beta) in eV: -17.13 / -17.13


## Q
Molecular formula: C2H4NO
Method: DFT, ωB97M-V/def2-TZVPD

Cartesian coordinates (Å):
C  0.01  -0.70  0.21
C  0.40  0.47  -0.37
N  1.69  0.66  0.01
O  2.51  -0.20  0.03
H  0.76  -1.37  0.49
H  -0.39  1.30  -0.24
H  0.36  0.44  -1.59
H  -0.99  -0.63  0.66

## Properties
Charge: +1
Multiplicity: 1
Lowest unoccupied orbital energy (alpha / beta) in eV: -7.64 / -8.55
HOMO level (alpha / beta) in eV: -16.46 / -15.47


Which of them is least stable? Easy: P.